This record from the Open Molecules 2025 dataset describes a 2-piece molecular cluster, C7H9NO overall. The level of theory is wB97M-V/def2-TZVPD.

Orbital gap (alpha / beta) (eV): 7.4 / 7.4
E (a.u.): -401.890103
Energy relative to the best compared isomer or geometry (same formula, charge and spin) (kcal per mole): 157.45

Element x y z (Å)
C1 0.4091 -0.5582 0.4457
C2 -0.7894 -0.4773 0.5502
C3 3.3097 -0.4104 -1.2680
C4 3.4083 0.7940 -0.4501
C5 2.7006 -0.9863 0.7458
C6 -2.8193 -1.3462 -0.5693
C7 -2.2024 -0.1828 0.2706
N1 2.9219 -1.4178 -0.5135
O1 3.0617 0.2843 0.8436
H1 3.5500 -0.4644 -2.3682
H2 4.4325 1.3076 -0.4982
H3 2.7094 1.5468 -0.6666
H4 2.3729 -1.6296 1.5948
H5 -2.1019 -1.5737 -1.2977
H6 -3.7773 -0.8444 -0.9493
H7 -3.1115 -2.2736 0.1042
H8 -2.7868 0.0409 1.2306
H9 -2.3357 0.7245 -0.3913